# 1
Formula: ClH10O9
Source: the Open Molecules 2025 dataset
Level of theory: wB97M-V/def2-TZVPD

Summary:
- charge = -1
- HOMO-LUMO gap (eV) = 10.04
- HOMO level (Ha) = -0.239
- relative energy (zero: lowest compared OMol25 entry of this formula, charge and spin) (kJ/mol) = 302.2
- energy (Ha) = -1143.07947
- maximum force (eV Å⁻¹) = 4.35

Element x y z (Å)
Cl1 0.825 0.777 0.168
O1 1.393 -0.472 0.758
O2 -0.519 0.982 0.570
O3 1.648 1.866 0.573
O4 0.870 0.599 -1.244
O5 -1.279 0.037 -2.375
H1 -0.832 0.338 -3.166
H2 -0.583 -0.049 -1.724
O6 -2.646 0.360 -0.531
H3 -1.958 -0.272 -0.324
H4 -2.200 1.047 -1.025
O7 0.002 0.620 3.262
H5 -0.912 0.864 3.406
H6 0.035 0.347 2.345
O8 -0.630 -1.456 1.361
H7 -0.454 -2.289 1.798
H8 0.216 -1.193 0.997
O9 2.653 -0.521 -1.766
H9 2.546 -1.456 -1.591
H10 1.823 -0.129 -1.494

Atoms 1-6, force components in eV/Å:
2.147 0.656 3.239
0.607 2.182 -1.008
0.178 0.140 0.006
-0.039 -0.032 -0.386
-3.094 2.696 -0.605
-0.433 -0.389 -1.881

=====

# 2
Formula: C18H56N4O10
Source: the Open Molecules 2025 dataset
Level of theory: wB97M-V/def2-TZVPD

Summary:
- charge = 0
- HOMO-LUMO gap (eV) = 8.70
- HOMO level (Ha) = -0.310
- relative energy (zero: lowest compared OMol25 entry of this formula, charge and spin) (kJ/mol) = 843.6
- energy (Ha) = -1690.49818
- structure (SMILES) = NC(N)=O.NC(N)=O.CC(C)O.CC(C)O.CC(C)O.CC(C)O.CO.CO.CO.CO
- maximum force (eV Å⁻¹) = 12.75

Element x y z (Å)
C1 28.531 -2.145 -2.175
O1 28.282 -2.066 -0.731
H1 28.879 -3.157 -2.549
H2 29.346 -1.487 -2.384
H3 27.784 -1.727 -2.822
H4 28.342 -1.098 -0.556
C2 22.997 -7.326 -1.020
O2 23.037 -7.826 0.324
H5 22.765 -7.941 -1.831
H6 24.068 -7.133 -1.297
H7 22.462 -6.395 -1.014
H8 23.708 -8.573 0.389
C3 25.148 -0.963 1.083
O3 24.806 0.375 1.106
H9 26.167 -1.109 1.088
H10 24.730 -1.467 0.137
H11 24.739 -1.467 1.935
H12 25.058 0.683 1.965
C4 28.512 -4.216 2.743
O4 27.140 -4.248 2.415
H13 29.043 -3.452 2.153
H14 29.030 -5.174 2.538
H15 28.570 -4.055 3.824
H16 26.959 -4.263 1.444
C5 26.967 -4.936 -0.487
O5 28.267 -5.319 -0.674
N1 26.477 -3.838 -0.072
N2 25.957 -5.688 -0.746
H17 27.125 -3.009 -0.107
H18 25.532 -3.528 -0.140
H19 26.121 -6.373 -1.432
H20 24.977 -5.326 -0.833
C6 24.035 -5.198 2.096
O6 23.961 -3.878 1.926
N3 23.034 -5.948 2.015
N4 24.975 -5.705 2.792
H21 22.345 -5.539 1.340
H22 23.192 -6.820 1.487
H23 25.759 -5.004 2.774
H24 25.274 -6.602 2.393
C7 27.571 -4.814 -4.531
C8 27.500 -5.728 -5.815
C9 28.051 -7.094 -5.440
O7 26.396 -5.840 -6.417
H25 27.442 -5.361 -3.621
H26 27.032 -3.920 -4.544
H27 28.567 -4.423 -4.440
H28 28.305 -5.222 -6.489
H29 29.010 -6.939 -4.942
H30 28.132 -7.681 -6.346
H31 27.461 -7.715 -4.817
H32 26.017 -5.023 -6.603
C10 27.574 -9.314 -2.211
C11 26.158 -8.918 -2.717
C12 25.037 -9.697 -1.937
O8 25.889 -7.715 -2.696
H33 28.401 -9.298 -2.900
H34 27.443 -10.343 -1.944
H35 27.865 -8.745 -1.388
H36 26.174 -9.335 -3.716
H37 24.063 -9.812 -2.411
H38 24.855 -9.322 -0.951
H39 25.396 -10.723 -1.702
H40 25.777 -7.424 -3.613
C13 25.253 -2.357 -2.604
C14 23.957 -3.167 -2.217
C15 23.910 -4.335 -3.234
O9 23.876 -3.717 -1.132
H41 25.149 -2.057 -3.660
H42 26.198 -3.007 -2.643
H43 25.329 -1.453 -1.910
H44 23.073 -2.469 -2.377
H45 24.877 -4.832 -3.258
H46 23.800 -4.030 -4.266
H47 23.001 -4.896 -3.063
H48 23.170 -3.217 -0.618
C16 27.756 -7.960 2.644
C17 26.789 -8.483 1.602
C18 26.329 -9.874 2.106
O10 25.841 -7.775 1.272
H49 27.360 -7.274 3.399
H50 28.433 -7.416 2.025
H51 28.226 -8.722 3.183
H52 27.305 -8.777 0.653
H53 25.390 -10.135 1.659
H54 26.106 -9.823 3.175
H55 26.961 -10.710 1.909
H56 26.196 -7.062 0.716

Atoms 1-6, force components in eV/Å:
1.426 -0.722 0.115
0.490 1.514 -1.615
-0.861 0.949 1.125
1.035 0.362 0.007
-1.073 -0.195 0.152
-0.131 -1.091 0.140

=====

# 3
Formula: C3H6N6
Source: the Open Molecules 2025 dataset
Level of theory: wB97M-V/def2-TZVPD

Summary:
- charge = 0
- HOMO-LUMO gap (eV) = 9.29
- HOMO level (Ha) = -0.340
- relative energy (zero: lowest compared OMol25 entry of this formula, charge and spin) (kJ/mol) = 405.5
- energy (Ha) = -446.37531
- structure (SMILES) = [H]/N=C(/N)C1=NN=CNN1
- maximum force (eV Å⁻¹) = 2.29

Element x y z (Å)
C1 -1.307 0.617 -0.862
C2 -0.397 0.013 0.110
C3 1.360 -0.975 1.842
H1 -1.340 1.309 -2.768
H2 0.164 0.680 -2.233
H3 -2.836 -0.008 0.102
H4 2.121 -1.220 2.587
H5 2.115 -1.396 0.015
H6 1.236 1.181 0.118
N1 -0.714 1.148 -1.993
N2 -2.568 0.551 -0.694
N3 -0.810 -0.613 1.146
N4 0.125 -0.897 2.153
N5 1.844 -0.614 0.595
N6 1.008 0.223 -0.116

Atoms 1-6, force components in eV/Å:
-1.632 -0.955 -0.535
1.955 -0.281 1.167
-0.415 0.217 0.489
-0.057 -0.033 0.152
-0.539 0.506 0.076
0.270 0.242 0.562

=====

# 4
Formula: C10H20NP
Source: the Open Molecules 2025 dataset
Level of theory: wB97M-V/def2-TZVPD

Summary:
- charge = 0
- HOMO-LUMO gap (eV) = 9.37
- HOMO level (Ha) = -0.313
- relative energy (zero: lowest compared OMol25 entry of this formula, charge and spin) (kJ/mol) = 0.0
- energy (Ha) = -788.96685
- structure (SMILES) = C=C(P)C[C@H](C)CC.CC=C=N
- maximum force (eV Å⁻¹) = 4.22

Element x y z (Å)
C1 -2.706 -0.149 1.962
C2 3.500 -0.064 -0.415
C3 -2.728 -2.106 0.423
C4 1.312 0.684 1.441
C5 -1.976 0.277 -1.675
C6 2.257 -0.973 -0.199
C7 0.475 0.622 -0.972
C8 -3.336 -0.942 1.116
C9 1.008 -0.158 0.208
C10 -1.022 0.915 -1.013
N1 -2.122 0.369 2.946
P1 -1.529 2.312 0.210
H1 3.703 0.468 0.450
H2 3.226 0.669 -1.087
H3 4.318 -0.568 -0.688
H4 -3.433 -2.370 -0.319
H5 -1.874 -1.950 -0.249
H6 -2.600 -2.925 1.117
H7 0.369 1.372 1.525
H8 1.295 -0.028 2.392
H9 2.216 1.247 1.334
H10 -1.447 1.205 2.700
H11 -1.751 -0.367 -2.531
H12 -2.982 0.450 -1.755
H13 2.293 -1.698 0.599
H14 2.077 -1.357 -1.236
H15 0.622 -0.011 -1.957
H16 0.946 1.535 -1.201
H17 -4.376 -0.660 0.817
H18 0.241 -0.932 0.482
H19 -2.497 2.782 -0.582
H20 -0.587 3.328 -0.308

Atoms 1-6, force components in eV/Å:
1.055 0.236 1.894
-3.619 -0.715 1.814
0.258 -0.115 -0.384
-3.284 -0.850 1.638
2.656 -0.562 -1.758
-0.198 1.269 -1.345